Here is a molecular structure, C10H7Cl3N4ORuSSbSe4 from the OMol25 dataset. Energies are from ωB97M-V/def2-TZVPD.

XYZ file:
```
32
Properties=species:S:1:pos:R:3:lowdin_spin:R:1
Ru -0.22 -0.18 0.56 1.22
N 3.46 2.01 0.24 0.02
C 2.21 1.52 0.22 0.03
S 2.01 -0.21 0.51 0.14
N 1.21 2.31 -0.03 0.01
N -0.01 1.66 -0.07 0.02
C -0.99 2.43 -0.48 0.01
C -2.35 2.08 -0.64 0.03
C -3.25 3.10 -1.02 0.00
C -4.57 2.83 -1.23 0.02
C -5.04 1.51 -1.08 0.01
C -4.20 0.49 -0.73 0.01
C -2.83 0.75 -0.50 0.02
O -2.06 -0.26 -0.19 0.11
H 4.24 1.42 0.46 0.00
H 3.61 2.99 0.06 0.00
H -0.69 3.44 -0.73 0.00
H -2.87 4.11 -1.15 0.00
H -5.25 3.62 -1.52 0.00
H -6.09 1.30 -1.25 0.00
H -4.54 -0.53 -0.62 0.00
Se 3.18 1.04 3.85 0.93
Sb 1.23 -0.48 4.08 0.07
Se 1.89 -2.69 3.54 0.17
Se 0.28 -0.35 6.35 0.90
Se -0.64 0.62 2.71 0.23
Cl -1.94 -5.24 1.90 0.00
C -0.63 -4.86 0.79 0.00
Cl -1.02 -5.36 -0.86 0.00
Cl 0.88 -5.59 1.31 0.00
C -0.47 -3.40 0.77 0.02
N -0.38 -2.26 0.76 0.01
```

Relative energy (zero: lowest compared OMol25 entry of this formula, charge and spin)   1.23 kcal/mol
Charge   +1
LUMO energy (spin up / spin down)   -4.81 / -5.94 eV
Spin multiplicity   5
Molar mass   876.29 g mol⁻¹
E_tot   -337391.14005 eV
E_HOMO (spin up / spin down)   -0.41852 / -0.41394 hartree